[1]
Entry from the Open Molecules 2025 dataset: a molecular structure, C21H17NO5S3Ti (ωB97M-V/def2-TZVPD).

The calculation puts the LUMO energy (spin up / spin down) at 1.826 / 1.826 eV. The HOMO energy (spin up / spin down) is -4.15 / -4.74 eV. Its expectation value of S² is 0.76. As for the HOMO-LUMO gap (spin up / spin down): 5.979 / 6.562 eV.

Structure (ORCA input):
```
! wB97M-V def2-TZVPD RIJCOSX def2/J DEFGRID3
* xyz -1 2
H -1.03879 5.26875 -0.72069
C -5.58747 -3.63235 4.13392
H -7.36316 -4.73981 4.51796
H -2.17918 3.45147 -1.59944
N 3.91610 -0.36948 -5.24344
C 0.50303 3.76432 -0.99066
C -1.50200 3.48799 -2.45551
C -1.13470 0.05928 0.84697
H 6.50873 -0.75254 -4.88779
O 4.61225 -0.29984 -6.23700
H -6.74357 -3.88389 5.95979
H -1.86107 2.77513 -3.19364
C -6.47079 -4.43714 5.06272
H 2.79733 -0.24919 -2.84678
C -1.52941 -1.25471 2.88795
H 7.68712 -1.03959 -2.70109
C 4.51131 -0.60760 -1.56692
Ti 1.35850 1.22684 -0.94521
C -4.26502 -0.85680 2.64944
C 5.97723 -0.71774 -3.94937
H -0.46134 -1.40275 2.97442
C -0.24360 4.77692 -0.15988
H 0.44888 5.53579 0.20318
C 3.86031 -0.43664 -2.78101
C 6.61777 -0.87843 -2.72769
H 6.36013 -0.98289 -0.59236
C 4.61395 -0.51219 -3.93392
C -3.40612 -0.32776 1.70539
C -2.39085 -1.79258 3.82686
O -5.39321 -3.93980 2.99109
C -0.07743 3.16729 -2.06192
C -0.37843 0.58118 0.04468
S 0.71779 1.93864 -3.07075
H -3.79419 0.24277 0.87243
H -5.92454 -5.33499 5.35493
S -4.84022 -2.23757 4.95573
C -3.76341 -1.59464 3.71720
H -1.99844 -2.37050 4.65415
H -5.33293 -0.70260 2.56067
H -1.56984 4.48904 -2.89218
S 2.11934 3.38905 -0.38634
C 3.79509 -0.55664 -0.23175
C -2.02119 -0.51023 1.81118
O 4.26393 -1.15234 0.71380
O 2.72678 -0.15849 -5.21925
C 5.88413 -0.83690 -1.55253
O 2.68183 0.11455 -0.21417
H -0.69065 4.29956 0.71688
*
```

In elementary charge units, the Löwdin charges are: atom 1 (H): 0.0604, atom 2 (C): -0.7613, atom 3 (H): 0.0822, atom 4 (H): 0.0746, atom 5 (N): -0.3484, atom 6 (C): -0.8095, atom 7 (C): -0.1412, atom 8 (C): -0.1350, atom 9 (H): 0.1139, atom 10 (O): 0.0587, atom 11 (H): 0.0576, atom 12 (H): 0.0509, atom 13 (C): -0.0873, atom 14 (H): 0.0898, atom 15 (C): -0.0257, atom 16 (H): 0.1032, atom 17 (C): -0.0978, atom 18 (Ti): 0.4587, atom 19 (C): -0.0963, atom 20 (C): -0.0079, atom 21 (H): 0.1194, atom 22 (C): -0.1372, atom 23 (H): 0.0580, atom 24 (C): 0.0582, atom 25 (C): -0.0565, atom 26 (H): 0.1195, atom 27 (C): -0.1265, atom 28 (C): -0.0274, atom 29 (C): -0.0995, atom 30 (O): 0.0359, atom 31 (C): -0.7962, atom 32 (C): -0.0718, atom 33 (S): 0.5556, atom 34 (H): 0.1153, atom 35 (H): 0.0859, atom 36 (S): 1.0047, atom 37 (C): -0.5572, atom 38 (H): 0.1006, atom 39 (H): 0.1067, atom 40 (H): 0.0764, atom 41 (S): 0.5498, atom 42 (C): -0.5492, atom 43 (C): -0.2530, atom 44 (O): 0.0852, atom 45 (O): 0.0766, atom 46 (C): -0.0063, atom 47 (O): -0.1904, atom 48 (H): 0.0838

***

[2]
Entry from the Open Molecules 2025 dataset: a molecular structure, C21H18BrCl3IrNO2 (ωB97M-V/def2-TZVPD).

The calculation puts the LUMO energy (spin up / spin down) at -1.579 / -1.622 eV. The HOMO energy (spin up / spin down) is -7.78 / -7.78 eV. The energy above the lowest of the compared OMol25 structures with the same formula, charge and spin comes out at 333.0 kJ/mol. As for the HOMO-LUMO gap (spin up / spin down): 6.200 / 6.158 eV.

Structure (ORCA input):
```
! wB97M-V def2-TZVPD RIJCOSX def2/J DEFGRID3
* xyz 0 1
C 0.47886 -0.86450 -1.54464
C -2.72172 -3.46406 1.94437
H 3.62945 -2.87409 -2.62859
C 2.75584 -2.31928 -2.31960
Cl -3.55453 2.32966 1.03820
Cl -4.31460 4.64195 -0.52233
C -1.23213 -0.06321 1.34462
C -1.18017 -1.56060 3.29966
H 3.96154 3.04313 -1.71871
C 3.57573 2.12925 -2.17257
C -2.39445 -2.27642 1.34731
H 4.10888 1.27849 -1.72552
H -2.49707 -4.66924 3.70686
C -1.60361 -1.28722 1.96555
C -3.54983 3.06309 -0.58471
H 1.91595 -3.92892 -1.18242
C -2.25629 -3.72601 3.23984
C 1.74328 2.19365 -0.59355
C -0.42882 -0.58613 3.98553
H 2.24570 3.04959 -0.14375
H -0.11380 -0.80123 4.99525
C 1.46824 -0.27972 -2.34192
O -1.48637 4.25976 -0.87116
H 1.73554 1.27605 -3.81006
C -2.02606 3.19699 -1.03712
H -1.14664 -2.98111 4.90214
C -0.53750 0.87418 2.08651
Ir -1.33218 0.07912 -0.78884
H 0.34148 1.50981 -2.72401
Br -3.04409 -1.92856 -0.46754
O -1.55631 2.13682 -1.52099
H -0.31830 1.84602 1.66517
H -3.32656 -4.19153 1.42574
H 0.66643 2.35771 -0.56541
C 2.58647 -1.00925 -2.72829
H 0.41818 1.37365 3.94056
H 3.32904 -0.54942 -3.36535
N 2.16106 2.06198 -1.95662
C 1.79798 -2.90802 -1.51452
C -0.12905 0.61488 3.39942
C -1.50916 -2.79164 3.90227
C 0.67628 -2.18804 -1.13911
C 1.38217 1.17726 -2.78040
H 1.97424 1.29699 0.00073
H 3.78859 2.15431 -3.23985
H -0.05703 -2.68667 -0.51363
Cl -4.42465 1.99055 -1.68851
*
```

In elementary charge units, the Löwdin charges are: atom 1 (C): -0.1530, atom 2 (C): -0.1129, atom 3 (H): 0.1034, atom 4 (C): -0.0804, atom 5 (Cl): 0.6170, atom 6 (Cl): 0.6255, atom 7 (C): -0.2187, atom 8 (C): -0.1627, atom 9 (H): 0.0828, atom 10 (C): -0.1061, atom 11 (C): -0.5236, atom 12 (H): 0.0793, atom 13 (H): 0.1091, atom 14 (C): -0.2307, atom 15 (C): -1.5120, atom 16 (H): 0.1020, atom 17 (C): -0.0689, atom 18 (C): -0.0969, atom 19 (C): -0.0244, atom 20 (H): 0.0910, atom 21 (H): 0.1143, atom 22 (C): -0.2218, atom 23 (O): 0.0626, atom 24 (H): 0.1250, atom 25 (C): -0.8247, atom 26 (H): 0.1171, atom 27 (C): -0.1095, atom 28 (Ir): 0.9979, atom 29 (H): 0.0896, atom 30 (Br): 0.8442, atom 31 (O): -0.2276, atom 32 (H): 0.0979, atom 33 (H): 0.1043, atom 34 (H): 0.0490, atom 35 (C): -0.0485, atom 36 (H): 0.1116, atom 37 (H): 0.1109, atom 38 (N): -0.2702, atom 39 (C): -0.0946, atom 40 (C): -0.0592, atom 41 (C): -0.0202, atom 42 (C): -0.1281, atom 43 (C): -0.1664, atom 44 (H): 0.0863, atom 45 (H): 0.0838, atom 46 (H): 0.0714, atom 47 (Cl): 0.5850

***

[3]
Entry from the Open Molecules 2025 dataset: C21H18F2N8O in the gas phase (ωB97M-V/def2-TZVPD).

The calculation puts the LUMO energy at -0.135 eV. The HOMO energy is -8.30 eV. The energy above the lowest of the compared OMol25 structures with the same formula, charge and spin comes out at 0.0 kJ/mol. As for the HOMO-LUMO gap: 8.168 eV. Its structure (SMILES) is Cc1nccc(Nc2cc(-c3cc(NC(=O)N4CC(F)(F)C4)c4ccnn4c3)ccn2)n1.

Structure (ORCA input):
```
! wB97M-V def2-TZVPD RIJCOSX def2/J DEFGRID3
* xyz 0 1
C 0.68100 -2.25263 2.55877
N 5.66420 -1.18573 2.18228
O 0.07891 3.99822 -2.22547
H -4.20480 -0.74341 -5.26779
H -3.34232 2.83523 -1.76998
H 1.72155 -2.41762 4.20744
H 5.45012 -1.11445 -0.55271
C 0.38135 -1.64683 1.35250
C -0.94016 0.67070 -2.12991
H 5.68675 0.45443 0.21408
H 0.17159 0.47510 -0.34123
C -0.55503 3.05920 -1.79319
N 3.36003 -1.27225 1.72261
F -3.90524 5.13219 -0.72708
C -1.65713 4.50416 -0.06555
N 1.77533 -1.98438 3.32401
C -0.75671 -1.97913 0.61930
N -0.32592 1.87167 -2.44042
H -2.47007 1.32899 -4.67746
C -2.56719 0.39998 -4.12966
C 4.06758 -1.94947 3.79656
C -0.57995 0.00312 -0.97716
F -3.64634 4.08638 1.24489
C -1.22106 -3.51131 2.47807
H -1.22462 4.56574 0.91707
C 4.94205 -0.35865 0.06041
H -2.49842 -3.25319 0.77522
C -2.03209 -1.90378 -1.49798
H -1.35655 5.34419 -0.64523
C -1.11054 -1.32076 -0.64091
H -1.86910 -4.23506 2.97214
N -3.40102 -1.64248 -3.55330
H -3.17085 2.00369 -0.18020
H -0.00520 2.06679 -3.42050
C -2.87365 2.89818 -0.77492
H 1.09695 -0.90743 0.98393
C 4.61902 -0.96771 1.37797
H 6.19181 -1.92708 4.05735
C -1.55419 -2.97086 1.23302
N -1.44654 3.24123 -0.75511
H -2.44151 -2.86404 -1.25064
C 3.07309 -1.70968 2.91945
H 4.04961 0.07255 -0.42190
H 3.95451 -2.39570 4.79463
C -3.51499 -0.67809 -4.44070
C -3.14095 4.22516 -0.01085
C -1.94151 0.01733 -2.98012
C 5.37792 -1.67807 3.40460
N -0.10601 -3.16343 3.11094
N -2.48370 -1.22101 -2.63726
*
```

In elementary charge units, the Löwdin charges are: atom 1 (C): -0.3213, atom 2 (N): 0.1015, atom 3 (O): 0.0685, atom 4 (H): 0.1001, atom 5 (H): 0.1357, atom 6 (H): 0.1222, atom 7 (H): 0.0840, atom 8 (C): 0.0384, atom 9 (C): -0.1931, atom 10 (H): 0.0891, atom 11 (H): 0.1224, atom 12 (C): -0.5107, atom 13 (N): 0.1808, atom 14 (F): 0.0716, atom 15 (C): -0.0218, atom 16 (N): 0.1369, atom 17 (C): -0.1656, atom 18 (N): 0.1342, atom 19 (H): 0.0952, atom 20 (C): -0.0207, atom 21 (C): -0.0182, atom 22 (C): 0.0672, atom 23 (F): 0.0940, atom 24 (C): -0.1218, atom 25 (H): 0.1308, atom 26 (C): -0.0309, atom 27 (H): 0.0977, atom 28 (C): 0.0583, atom 29 (H): 0.1231, atom 30 (C): -0.1317, atom 31 (H): 0.1092, atom 32 (N): 0.0690, atom 33 (H): 0.1347, atom 34 (H): 0.1881, atom 35 (C): -0.0114, atom 36 (H): 0.0973, atom 37 (C): -0.3862, atom 38 (H): 0.1015, atom 39 (C): -0.0245, atom 40 (N): 0.0021, atom 41 (H): 0.1170, atom 42 (C): -0.3292, atom 43 (H): 0.0773, atom 44 (H): 0.1189, atom 45 (C): -0.1174, atom 46 (C): -0.4467, atom 47 (C): -0.1686, atom 48 (C): -0.0971, atom 49 (N): 0.1093, atom 50 (N): -0.0594

***

[4]
Entry from the Open Molecules 2025 dataset: a molecular structure, C21H18F6LiN5O5S5 (ωB97M-V/def2-TZVPD).

The calculation puts the LUMO energy at 4.301 eV. The HOMO energy is 0.26 eV. As for the HOMO-LUMO gap: 4.040 eV.

Structure (ORCA input):
```
! wB97M-V def2-TZVPD RIJCOSX def2/J DEFGRID3
* xyz -2 1
C -2.61694 2.44979 -0.38482
H 3.80869 1.18997 -0.34325
C -1.31924 2.26855 0.06342
H -2.10416 4.99063 -2.55741
H -5.54342 -2.58501 0.61367
N 2.16849 -4.08450 0.13893
H 1.94338 4.72784 1.83211
H -3.83855 -2.28076 -1.78161
C 3.19478 3.27818 -0.12293
N 1.95249 3.90832 -0.12702
S -0.26092 0.27134 -3.55012
H -1.29273 -0.96924 2.71332
O 0.61045 -3.00660 -1.49289
H -5.37969 -2.26813 3.06444
O 1.58782 -1.94007 1.32975
O 1.02993 0.59901 -0.08573
C -2.91066 3.44592 -1.30509
O 2.26234 -4.70873 -2.25075
C 3.06494 1.94121 -0.14498
C -4.52346 -2.05116 2.43605
S 1.44456 -3.37329 1.34648
S 2.54382 -0.48167 -2.81765
C -2.29980 -1.48785 0.88816
S 1.81564 2.37822 -3.35341
H 0.23433 4.61356 -1.82216
C 1.38027 0.72690 -3.24669
F 3.83219 -3.65572 2.52405
H -3.92663 3.58177 -1.65584
H -1.46126 -1.45113 -2.17905
C -0.58305 4.06228 -1.38102
S 1.40241 -4.17599 -1.24761
C -1.93866 -1.56601 -1.21127
C -2.21715 -1.31046 2.26740
O 0.15323 -3.90585 1.67705
C 1.64697 1.65123 -0.07093
F -1.09780 -5.04500 -0.81104
C -3.33693 -1.59565 3.02762
N -3.23258 -1.97972 -1.04252
H 0.71347 5.35208 0.70629
F 0.06895 -6.30938 -2.11435
H 4.34244 4.87979 -0.93501
N 1.00884 2.88655 0.04210
C 2.54774 -3.94675 2.71971
C 0.12383 -5.54104 -1.01323
C 1.74567 5.01443 0.79145
C -4.62487 -2.23247 1.06627
F 2.15190 -3.33585 3.85102
H -1.07907 1.47247 0.74997
H -3.29726 -1.47119 4.10304
F 0.42938 -6.34383 0.01374
H -3.39726 1.79525 -0.01489
Li 0.94536 -1.25979 -0.51017
C -3.49679 -1.94289 0.30883
H 2.39887 5.83820 0.50699
H 4.63197 4.59715 0.78815
C -1.89000 4.24387 -1.80159
C -0.30807 3.08459 -0.43294
H 5.27716 3.47330 -0.41505
N -1.35660 -1.25817 -0.08954
C 4.42845 4.10725 -0.16840
F 2.44281 -5.26576 2.91097
*
```

In elementary charge units, the Löwdin charges are: atom 1 (C): -0.0885, atom 2 (H): 0.1078, atom 3 (C): -0.0107, atom 4 (H): 0.0943, atom 5 (H): 0.0957, atom 6 (N): -0.2926, atom 7 (H): 0.0912, atom 8 (H): 0.1487, atom 9 (C): -0.3036, atom 10 (N): -0.0901, atom 11 (S): 0.2632, atom 12 (H): 0.1157, atom 13 (O): -0.3687, atom 14 (H): 0.0842, atom 15 (O): -0.3241, atom 16 (O): -0.0697, atom 17 (C): -0.1134, atom 18 (O): -0.2620, atom 19 (C): 0.0460, atom 20 (C): -0.1274, atom 21 (S): 0.5762, atom 22 (S): 0.2614, atom 23 (C): -0.2365, atom 24 (S): 0.2679, atom 25 (H): 0.0925, atom 26 (C): -1.8923, atom 27 (F): 0.1352, atom 28 (H): 0.0866, atom 29 (H): 0.0275, atom 30 (C): -0.0523, atom 31 (S): 0.5828, atom 32 (C): -0.1725, atom 33 (C): -0.0107, atom 34 (O): -0.2707, atom 35 (C): -0.4360, atom 36 (F): 0.1240, atom 37 (C): -0.1124, atom 38 (N): 0.1315, atom 39 (H): 0.0789, atom 40 (F): 0.1090, atom 41 (H): 0.0844, atom 42 (N): 0.0412, atom 43 (C): -0.6666, atom 44 (C): -0.6443, atom 45 (C): -0.0410, atom 46 (C): -0.0430, atom 47 (F): 0.1136, atom 48 (H): 0.1009, atom 49 (H): 0.0878, atom 50 (F): 0.1137, atom 51 (H): 0.0956, atom 52 (Li): 0.5220, atom 53 (C): -0.2047, atom 54 (H): 0.0801, atom 55 (H): 0.0720, atom 56 (C): -0.0926, atom 57 (C): -0.1992, atom 58 (H): 0.0822, atom 59 (N): 0.1169, atom 60 (C): -0.0295, atom 61 (F): 0.1245

***

[5]
Entry from the Open Molecules 2025 dataset: C21H18N4O2 in the gas phase (ωB97M-V/def2-TZVPD).

The calculation puts the LUMO energy at 0.064 eV. The HOMO energy is -7.60 eV. The energy above the lowest of the compared OMol25 structures with the same formula, charge and spin comes out at 495.6 kJ/mol. As for the HOMO-LUMO gap: 7.669 eV. Its structure (SMILES) is CN(C)c1ccc(C#Cc2ncnc(N)c2-c2ccc3c(c2)OCO3)cc1.

Structure (ORCA input):
```
! wB97M-V def2-TZVPD RIJCOSX def2/J DEFGRID3
* xyz 0 1
N -2.66129 -4.22527 0.34436
C 3.10359 -1.08836 -2.69199
C -0.94121 2.38151 0.58487
O 3.69364 -1.04971 -1.34301
C 0.01665 5.71604 1.67128
C -2.33557 -2.84122 0.31924
C -1.75275 -0.09158 0.21800
O 2.61835 0.25020 -2.89708
H 2.30175 1.62332 2.03675
C -3.42545 -4.75828 1.46737
H -0.23990 -0.66854 -1.10299
H -0.30004 6.67775 2.13224
C 1.12052 3.56082 0.37679
C 1.92977 2.09793 -1.38498
C -2.93436 -0.58609 0.82611
N 3.15956 4.76699 0.08712
H -4.42800 -4.96185 1.08020
H -2.98057 -5.76727 1.80807
H 3.60705 3.86407 0.12583
N -0.73614 4.62968 1.49994
C 2.38010 1.40196 0.99659
C -2.79614 -4.90744 -1.00520
C 1.80298 2.29979 0.04815
C 2.54133 0.84127 -1.67870
H -2.57792 -4.32872 -1.87435
H -3.77666 -5.33753 -1.20674
C 3.14113 0.04046 -0.75890
H 2.30731 -1.89736 -2.65607
C -1.30877 1.22972 0.48750
H -3.44292 -4.03561 2.25511
H 3.60205 -0.24575 1.36635
C -1.20343 -2.33309 -0.38366
C 3.15242 0.36906 0.58418
H 3.77921 -1.25547 -3.36287
H -0.70882 -3.16067 -0.90184
C -0.97184 -1.02263 -0.48467
C -3.22441 -1.92663 0.89654
H -3.47480 0.13329 1.36258
H -1.99927 -5.61914 -1.08621
C 1.79212 4.74372 0.44837
H 3.63479 5.53144 0.45950
H -4.02416 -2.21420 1.53318
N 1.26629 5.76000 1.08141
C -0.23468 3.61169 0.79191
H 1.52849 2.79169 -2.07033
*
```

In elementary charge units, the Löwdin charges are: atom 1 (N): -0.1938, atom 2 (C): -0.0599, atom 3 (C): 0.0796, atom 4 (O): 0.0329, atom 5 (C): -0.1428, atom 6 (C): -0.2215, atom 7 (C): -0.2116, atom 8 (O): 0.0335, atom 9 (H): 0.1162, atom 10 (C): -0.0798, atom 11 (H): 0.0843, atom 12 (H): 0.1168, atom 13 (C): -0.1175, atom 14 (C): 0.1191, atom 15 (C): -0.0156, atom 16 (N): 0.1532, atom 17 (H): 0.0786, atom 18 (H): 0.1100, atom 19 (H): 0.0853, atom 20 (N): 0.1047, atom 21 (C): -0.0277, atom 22 (C): -0.0443, atom 23 (C): -0.1800, atom 24 (C): -0.2120, atom 25 (H): 0.0651, atom 26 (H): 0.0797, atom 27 (C): -0.2493, atom 28 (H): 0.1586, atom 29 (C): 0.0542, atom 30 (H): 0.0629, atom 31 (H): 0.1290, atom 32 (C): -0.0184, atom 33 (C): 0.0019, atom 34 (H): 0.0745, atom 35 (H): 0.1174, atom 36 (C): -0.0368, atom 37 (C): -0.0223, atom 38 (H): 0.1000, atom 39 (H): 0.0671, atom 40 (C): -0.3504, atom 41 (H): 0.0647, atom 42 (H): 0.0945, atom 43 (N): 0.1074, atom 44 (C): -0.2254, atom 45 (H): 0.1179